DFT (the ωB97M-V functional and the def2-TZVPD basis) results for C47H38HgN10Se as an isolated structure.

Summary:
Total charge: -1
Energy above the lowest of the compared OMol25 structures with the same formula, charge and spin, eV: 0.0473
LUMO (alpha / beta), eV: 2.08 / 1.59
2S+1: 2
Molecular weight, g mol⁻¹: 1022.4
HOMO-LUMO gap (alpha / beta), eV: 4.83 / 4.87

Atoms and positions in Å:
1 Hg 0.683 1.066 -0.338
2 Se 3.237 1.839 -0.793
3 N 0.868 -1.422 2.188
4 N -1.513 2.831 -2.513
5 N 3.649 -1.008 -0.989
6 N 0.553 -1.172 -0.222
7 N 3.791 -0.275 1.064
8 N 0.070 0.820 1.809
9 N -0.573 0.647 -2.168
10 N -0.853 2.696 -0.174
11 N -0.749 3.040 2.237
12 N 0.174 -1.603 -2.600
13 C -0.630 -0.091 -4.349
14 C 3.823 3.264 3.698
15 C 4.203 -2.505 2.189
16 C -0.985 -0.171 -6.698
17 C 0.688 -4.555 -1.554
18 C 0.771 -1.898 0.900
19 C 0.903 -5.701 -0.825
20 C 3.981 -1.649 1.120
21 C 1.061 -4.456 1.257
22 C 1.119 -0.344 5.117
23 C 3.666 0.594 2.226
24 C -1.147 3.349 0.978
25 C -0.206 1.896 2.580
26 C -3.425 6.374 0.789
27 C -0.284 -0.445 -2.955
28 C 0.177 1.569 3.971
29 C 4.976 1.236 2.648
30 C 4.649 -1.321 -3.232
31 C -0.559 -0.801 -5.535
32 C 0.652 0.255 3.959
33 C -1.079 1.657 -2.909
34 C 5.665 -0.192 -3.119
35 C 0.626 1.714 6.300
36 C 1.106 0.403 6.288
37 C -3.072 5.319 -1.369
38 C 3.878 -2.117 -0.182
39 C -1.555 1.843 -5.476
40 C -1.477 1.136 -6.669
41 C -2.616 5.451 1.424
42 C 3.590 0.092 -0.216
43 C 4.190 -4.326 0.581
44 C 4.788 2.095 3.896
45 C 0.667 -3.323 -0.880
46 C 4.311 -3.851 1.892
47 C -3.651 6.309 -0.598
48 C -1.506 3.246 -1.224
49 C 6.921 -0.467 -3.936
50 C 3.969 -3.469 -0.480
51 C 0.460 -1.978 -1.306
52 C 0.865 -3.272 0.528
53 C -2.247 4.390 -0.737
54 C 1.082 -5.652 0.581
55 C 3.381 -1.087 -2.421
56 C -1.124 1.214 -4.321
57 C -2.020 4.455 0.652
58 C 0.149 2.310 5.140
59 C 0.545 -0.225 2.566
60 H 0.922 -6.663 -1.325
61 H -1.940 2.854 -5.436
62 H 2.902 -0.150 -2.707
63 H 1.470 -0.036 7.210
64 H 2.928 1.354 1.977
65 H 3.839 3.927 4.564
66 H 5.113 -2.263 -2.922
67 H 3.835 -3.839 -1.487
68 H 5.717 0.454 2.844
69 H 3.250 -0.015 3.030
70 H 0.626 2.270 7.230
71 H -0.226 3.326 5.132
72 H 4.238 -5.391 0.397
73 H -3.896 7.161 1.364
74 H 1.479 -1.366 5.097
75 H 1.232 -6.578 1.125
76 H -2.444 5.490 2.492
77 H 7.408 -1.388 -3.608
78 H 0.529 -4.591 -2.625
79 H 2.792 2.927 3.571
80 H 4.429 1.463 4.715
81 H 4.459 -4.559 2.697
82 H 5.356 1.846 1.823
83 H -0.941 -0.699 -7.643
84 H 1.188 -4.416 2.332
85 H 4.096 3.847 2.816
86 H 5.202 0.743 -3.440
87 H 7.643 0.345 -3.841
88 H -0.185 -1.817 -5.545
89 H 5.936 -0.050 -2.069
90 H 5.764 2.479 4.204
91 H 4.251 -2.143 3.207
92 H -1.805 1.599 -7.591
93 H 2.649 -1.883 -2.567
94 H -4.293 7.047 -1.064
95 H 4.351 -1.448 -4.277
96 H -3.247 5.255 -2.435
97 H 6.682 -0.579 -4.996